<A>
{
  "formula": "C46H46Br2HgN3O",
  "method": "the ωB97M-V functional and the def2-TZVPD basis",
  "gap_ev": [4.82, 5.71],
  "molar_mass_g_mol": 1017.29,
  "homo_ha": [-0.0265, -0.0589],
  "spin_multiplicity": 2,
  "charge": -2,
  "species": ["C", "Br", "H", "H", "C", "Br", "C", "C", "H", "C", "N", "C", "C", "H", "H", "C", "C", "H", "C", "H", "C", "N", "C", "H", "C", "C", "H", "H", "C", "H", "H", "O", "C", "H", "C", "H", "C", "C", "C", "C", "C", "H", "H", "C", "C", "H", "H", "H", "C", "H", "C", "H", "C", "H", "C", "H", "H", "C", "H", "H", "C", "H", "H", "H", "C", "C", "C", "H", "H", "H", "H", "C", "H", "C", "H", "H", "C", "C", "C", "C", "H", "C", "H", "C", "H", "C", "C", "Hg", "H", "C", "H", "H", "C", "H", "H", "C", "N", "H", "H"],
  "xyz": [[-5.191, 4.007, 2.348], [-4.776, 7.169, 1.849], [6.411, -3.320, -0.930], [-0.353, -3.269, 0.340], [-1.414, -2.385, 4.644], [-2.803, 5.333, -3.109], [1.395, 0.522, -2.779], [5.463, -2.796, -0.962], [2.776, 3.336, -4.086], [-0.992, -2.690, 2.289], [1.010, -0.004, -1.574], [-0.095, -0.747, 3.458], [1.123, -2.557, -4.739], [2.405, 2.099, -6.174], [2.115, 4.636, -2.315], [2.322, 2.355, -4.045], [2.473, -3.020, 2.064], [2.127, -2.688, -4.340], [-1.297, -4.981, 1.215], [1.511, 4.463, -0.664], [1.704, -0.822, -0.846], [0.191, -0.975, 1.077], [3.022, -1.389, -1.121], [1.295, -0.089, -6.117], [-1.199, -3.467, 1.006], [3.656, -3.750, 2.203], [-0.632, 1.926, 2.741], [-0.588, -0.636, 5.536], [-5.392, 2.689, 2.650], [-4.845, -0.002, 2.911], [1.200, -2.301, -5.795], [-3.894, 2.686, -2.083], [-4.415, 5.679, 0.676], [3.727, 3.181, -0.196], [-0.254, -1.482, 2.263], [-2.391, -1.910, 0.080], [1.825, 0.357, 4.613], [1.274, -1.338, 0.454], [-4.502, 3.317, 0.138], [0.788, 0.482, 3.489], [-1.544, -3.124, 3.480], [-1.552, -0.493, -4.008], [0.266, -1.776, -2.932], [4.673, -3.725, 1.264], [2.116, 1.664, -5.226], [-2.091, -4.058, 3.508], [-3.321, -3.101, 0.995], [4.221, 3.100, -1.894], [-0.030, 1.768, 3.635], [-0.937, -0.922, -5.604], [4.538, -2.944, 0.094], [3.779, -4.360, 3.091], [3.608, 2.627, -1.127], [1.328, 0.534, 2.537], [-2.475, -2.967, 0.323], [5.577, -4.299, 1.428], [-0.698, 1.714, 4.492], [-3.855, 5.955, -0.552], [-1.860, -2.736, 5.567], [-5.717, 2.386, 3.637], [2.136, 2.591, -1.542], [2.267, -0.640, 4.611], [1.378, 0.533, 5.591], [0.522, 3.934, -2.027], [-1.015, -1.253, -4.570], [1.496, 0.429, -5.188], [3.952, -1.269, -2.141], [1.581, 2.061, -0.761], [-3.598, 6.971, -0.819], [5.875, -1.878, -2.833], [-4.886, -0.339, 1.171], [-5.127, 1.718, 1.667], [2.628, 1.080, 4.479], [-5.322, 0.260, 1.966], [3.765, -0.638, -2.999], [-6.388, 0.030, 2.046], [0.379, -1.463, -3.974], [1.540, 3.996, -1.648], [-4.721, 4.373, 1.072], [1.955, 1.816, -2.826], [3.974, 1.613, -0.971], [5.153, -1.979, -2.033], [-2.664, -3.528, -0.591], [-3.997, 3.568, -1.221], [0.590, -3.504, -4.659], [2.308, -2.239, 0.929], [3.345, -2.230, -0.032], [-1.429, 1.436, -0.156], [-1.587, -2.180, -4.543], [-0.696, -1.203, 4.620], [-5.364, 4.778, 3.088], [-1.281, -5.489, 0.251], [1.127, -0.151, -3.987], [-0.467, -5.347, 1.817], [-2.232, -5.242, 1.709], [-3.638, 4.929, -1.439], [-4.707, 2.042, 0.467], [1.711, -3.070, 2.831], [0.633, 2.623, 3.763]]
}

***

<B>
{
  "formula": "C46H46Br2HgN3O",
  "method": "the ωB97M-V functional and the def2-TZVPD basis",
  "gap_ev": [4.92, 5.72],
  "molar_mass_g_mol": 1017.29,
  "homo_ha": [-0.0304, -0.0601],
  "spin_multiplicity": 2,
  "charge": -2,
  "species": ["H", "H", "H", "C", "C", "H", "H", "H", "C", "H", "H", "H", "C", "H", "H", "C", "Br", "C", "C", "Br", "N", "H", "H", "H", "C", "C", "C", "H", "C", "H", "C", "C", "H", "C", "C", "C", "H", "C", "C", "C", "C", "H", "C", "H", "H", "C", "C", "C", "H", "C", "C", "H", "H", "H", "H", "C", "Hg", "O", "N", "H", "H", "H", "C", "C", "N", "C", "H", "H", "H", "C", "C", "H", "H", "H", "C", "H", "H", "C", "H", "C", "C", "H", "H", "C", "H", "C", "H", "H", "C", "C", "C", "H", "C", "C", "C", "C", "H", "H", "C"],
  "xyz": [[4.119, 0.243, 3.584], [4.765, 0.990, -2.066], [2.046, 3.853, 3.831], [-3.147, -2.401, 1.283], [2.611, -5.595, 3.032], [-2.841, -2.178, -3.872], [2.400, -3.232, -0.857], [-3.182, -4.821, 2.501], [-1.926, -3.238, 1.669], [-0.229, 3.628, 3.798], [3.306, 1.821, -1.491], [-3.628, -1.992, 2.176], [3.765, 3.596, 2.589], [1.052, 1.895, 5.308], [0.972, -3.079, -3.541], [-3.231, -0.063, -3.779], [-1.767, 5.637, -1.127], [5.868, 0.434, 0.397], [1.500, -2.329, 1.330], [-6.935, 3.481, -1.842], [1.929, 0.070, 1.301], [2.305, -5.217, -3.169], [-6.330, 1.027, -2.956], [-0.350, 0.848, 5.010], [1.578, -2.647, -2.739], [-0.138, -5.281, -1.666], [-1.316, -3.922, 0.463], [-1.464, -4.966, 2.907], [2.530, 3.218, 3.096], [4.240, 4.511, 2.924], [4.770, -1.570, 4.582], [1.868, -4.814, 2.118], [6.275, -0.213, -0.385], [4.420, 0.813, 0.075], [-2.181, 3.168, -2.497], [-1.380, -5.685, -1.194], [-1.440, -1.141, -4.200], [3.772, -3.661, 3.900], [-2.283, -4.257, 2.760], [4.343, 1.582, -1.249], [3.533, -5.060, 3.902], [1.286, 0.257, 4.673], [0.539, 1.667, 3.205], [6.498, 1.325, 0.460], [-2.925, -5.318, 0.234], [1.904, 2.055, 2.675], [-3.087, 2.059, -2.879], [3.035, -2.911, 2.987], [4.070, -5.702, 4.592], [1.848, -3.710, -1.667], [-0.462, 2.820, 3.098], [-0.457, 3.231, 2.087], [-1.175, -2.561, 2.078], [0.317, -5.824, -2.487], [1.034, -1.801, -2.315], [4.008, -0.832, 3.648], [-0.722, 0.463, -0.456], [-0.969, 3.170, -2.757], [0.526, -2.354, 0.455], [2.515, -2.283, -3.169], [-1.471, 2.462, 3.314], [-2.709, -1.343, -5.426], [-4.498, 2.133, -2.681], [-4.632, -0.074, -3.634], [-2.507, 0.968, -3.413], [3.780, 1.630, 1.181], [-5.200, -0.950, -3.927], [5.463, -1.031, 5.220], [4.900, 2.520, -1.177], [-5.031, 3.281, -2.067], [2.724, -4.828, -2.238], [0.169, 0.856, 2.575], [3.719, -4.438, -2.464], [-4.653, 5.156, -1.119], [2.168, -1.116, 1.778], [-2.469, -3.753, 3.712], [1.153, -5.287, 1.459], [0.638, 1.136, 4.638], [-3.880, -3.005, 0.741], [4.367, 2.809, 1.619], [2.077, -3.449, 2.092], [5.926, -0.097, 1.350], [5.278, -3.454, 5.457], [-5.256, 1.015, -3.092], [-2.848, -1.571, 0.641], [-1.955, -5.000, -0.136], [3.841, -0.104, -0.034], [5.315, 3.124, 1.195], [-2.511, -1.254, -4.354], [3.125, -1.509, 2.836], [2.551, 1.221, 1.737], [2.826, -5.652, -1.529], [4.673, -2.935, 4.722], [-4.221, 4.297, -1.613], [-0.064, -3.499, -0.030], [0.527, -4.199, -1.108], [2.443, -6.666, 3.046], [-1.891, -6.528, -1.646], [-2.855, 4.222, -1.804]]
}

***

What should be chosen as the most stable of them? Choose <B>.

***

<A>
{
  "formula": "FH3N2O",
  "method": "the ωB97M-V functional and the def2-TZVPD basis",
  "gap_ev": [7.24, 7.38],
  "molar_mass_g_mol": 66.03,
  "homo_ha": [-0.2310, -0.3464],
  "spin_multiplicity": 3,
  "species": ["H", "H", "N", "O", "F", "H", "N"],
  "xyz": [[-1.034, -0.726, 0.825], [0.416, 0.906, 1.374], [-0.030, 0.954, 0.452], [0.420, -1.357, -0.530], [0.482, -1.233, -1.923], [0.421, 1.585, -0.225], [-0.675, -0.129, 0.028]]
}

***

<B>
{
  "formula": "FH3N2O",
  "method": "the ωB97M-V functional and the def2-TZVPD basis",
  "gap_ev": [7.88, 7.00],
  "molar_mass_g_mol": 66.03,
  "homo_ha": [-0.2504, -0.3535],
  "spin_multiplicity": 3,
  "species": ["N", "H", "O", "H", "H", "N", "F"],
  "xyz": [[-0.257, 0.223, -0.479], [-1.233, 0.081, -0.458], [0.024, -1.426, -0.081], [0.963, 1.552, 0.373], [0.047, 0.565, 1.396], [0.070, 1.036, 0.517], [0.387, -2.031, -1.268]]
}

***

What should be chosen as the most stable of them? Choose <A>.

***

<A>
{
  "formula": "C3H35O15",
  "method": "the ωB97M-V functional and the def2-TZVPD basis",
  "gap_ev": 8.79,
  "molar_mass_g_mol": 311.30,
  "homo_ha": -0.2363,
  "charge": -1,
  "species": ["O", "H", "O", "O", "H", "H", "H", "H", "H", "H", "H", "H", "H", "O", "H", "O", "H", "H", "H", "H", "O", "H", "H", "H", "H", "H", "O", "O", "O", "H", "O", "H", "O", "O", "C", "H", "H", "H", "H", "H", "H", "H", "O", "H", "O", "O", "H", "C", "C", "H", "H", "H", "H"],
  "xyz": [[-0.280, 2.890, 1.052], [-0.631, -0.554, -1.425], [-1.609, -4.153, -0.499], [-2.820, 0.913, 1.993], [1.392, -2.944, -1.677], [1.046, 2.201, -1.832], [0.503, -0.446, -3.064], [2.043, 2.603, -0.859], [-1.360, 2.555, -1.402], [2.089, -0.595, 0.664], [-1.823, 2.838, 4.306], [3.352, -2.453, -2.288], [-3.245, -1.664, 1.647], [2.965, -2.050, -1.486], [-3.647, 0.716, -1.532], [-2.678, 2.608, 4.030], [0.708, -1.126, 2.787], [-3.045, 0.595, -0.114], [1.264, -0.096, -0.792], [-0.344, 0.425, 2.704], [-0.677, 1.907, -1.683], [-0.148, -1.635, 0.458], [3.385, 1.228, -1.981], [-2.547, 2.036, 3.228], [-1.007, -1.339, 2.595], [-1.499, -3.538, 0.200], [1.990, 2.334, -1.757], [-2.894, -2.036, 0.786], [0.699, -3.377, -2.128], [1.391, 1.067, 0.458], [1.931, 2.233, 2.651], [2.044, -0.663, -2.913], [-3.713, 1.084, -0.654], [-0.778, -1.025, -2.271], [-0.174, -0.651, 2.400], [-3.452, 0.310, 2.317], [-0.687, 1.188, -1.032], [4.748, 1.078, -1.397], [-0.428, -1.913, -2.256], [-2.313, -1.359, 0.436], [1.316, 2.386, 3.327], [-0.800, -3.918, -0.967], [-1.071, 0.095, 0.289], [-0.747, 2.098, 0.937], [4.189, 0.679, -2.044], [1.379, -0.171, -3.377], [0.619, 2.787, 1.268], [-0.045, -0.626, 0.891], [1.214, 0.005, 0.329], [3.382, -1.237, -1.318], [1.877, 1.335, 2.439], [-1.974, 0.533, 1.627], [0.909, -3.159, -3.071]]
}

***

<B>
{
  "formula": "C3H35O15",
  "method": "the ωB97M-V functional and the def2-TZVPD basis",
  "gap_ev": 8.22,
  "molar_mass_g_mol": 311.30,
  "homo_ha": -0.2094,
  "charge": -1,
  "species": ["H", "H", "O", "H", "H", "H", "H", "H", "H", "C", "O", "H", "H", "O", "H", "H", "H", "O", "H", "O", "H", "H", "H", "O", "O", "O", "O", "H", "H", "H", "O", "H", "H", "O", "O", "H", "H", "H", "H", "H", "C", "H", "O", "H", "H", "H", "H", "O", "H", "C", "H", "H", "O"],
  "xyz": [[0.073, 0.659, 0.699], [-0.537, 2.752, -1.019], [-1.845, 2.410, -3.626], [2.683, 0.342, 2.226], [0.438, 2.245, -2.080], [-1.448, 1.140, 4.616], [1.347, -0.448, 2.134], [0.488, -0.641, -3.977], [0.582, -0.070, 5.759], [-0.293, -0.345, 0.570], [1.302, -1.056, -3.729], [-1.677, 2.313, 1.213], [-2.267, -0.117, 1.438], [0.780, -1.280, 0.706], [-0.836, -3.578, -1.481], [1.342, 1.864, 1.951], [-1.513, -3.293, -4.138], [-1.368, -2.708, -3.326], [-1.071, -0.505, 2.616], [-0.112, -3.410, -0.855], [-1.468, 0.744, -4.021], [2.891, -3.130, -1.061], [-1.872, -1.684, 1.563], [2.733, -2.177, -1.061], [0.955, -3.280, 2.518], [-0.993, 0.004, -4.434], [0.056, -0.208, 4.964], [-0.164, -2.561, -0.530], [-1.473, -1.780, -3.638], [-1.381, 2.966, -4.280], [1.427, 2.823, 1.918], [0.640, 0.127, 4.267], [1.905, -2.017, -0.545], [-1.270, 3.109, 0.884], [2.079, 0.761, -0.980], [-1.936, -0.633, -0.846], [-0.347, 0.468, -4.954], [1.762, 0.014, -0.401], [0.467, -3.103, 3.285], [2.326, 2.945, 1.572], [-0.918, -0.312, -0.834], [-1.363, 2.516, -2.840], [-1.681, 1.998, 4.454], [1.286, -1.235, -2.825], [-0.526, 3.386, 1.421], [-1.068, 0.779, -1.092], [0.791, -2.468, 2.027], [0.035, 3.023, -1.733], [-0.311, -0.751, -1.569], [-1.421, -0.715, 1.587], [2.234, 1.442, -0.325], [-1.197, 2.397, 5.193], [1.736, 0.279, 2.618]]
}

***

What should be chosen as the most stable of them? Choose <A>.